Computed, not measured: a cluster of 2 separate species, C4H7NO in total at a distorted geometry, with ωB97M-V/def2-TZVPD.

## Properties
Gap between HOMO and LUMO (alpha / beta), eV: 5.734 / 3.489
Max |F|, Eh/bohr: 0.0869
E_HOMO (alpha / beta), eV: -6.365 / -5.270
LUMO energy (alpha / beta), hartree: -0.023 / -0.065

The geometry in ORCA input format:
```
! wB97M-V def2-TZVPD RIJCOSX def2/J DEFGRID3
* xyz 0 1
C 1.27946 1.08297 1.75760
C -1.40344 -0.89736 0.29816
C -0.53454 -0.21730 -0.58679
C 0.23725 -0.16861 -1.79748
N 2.02922 0.64695 0.92501
O -1.23455 0.59432 0.25378
H 1.58068 1.31274 2.72732
H 0.14317 0.83539 1.70166
H -2.30708 -1.39471 -0.06189
H -1.21186 -1.37031 1.16850
H -0.10977 -0.85727 -2.44829
H 1.39949 -0.37824 -1.58404
H 0.13195 0.81142 -2.35354
*
```

Atom-resolved charges from Löwdin, all expressed in e: atom 1 (C): -0.3192, atom 2 (C): -0.0105, atom 3 (C): -0.2411, atom 4 (C): -0.0271, atom 5 (N): -0.0037, atom 6 (O): 0.0361, atom 7 (H): 0.0140, atom 8 (H): 0.0554, atom 9 (H): 0.1210, atom 10 (H): 0.0758, atom 11 (H): 0.0362, atom 12 (H): 0.1434, atom 13 (H): 0.1198

---

Computed, not measured: a cluster of 2 separate species, C6H12O in total at a distorted geometry, with ωB97M-V/def2-TZVPD.

## Properties
Gap between HOMO and LUMO, eV: 8.855
Max |F|, Eh/bohr: 0.1031
E_HOMO, eV: -8.330
LUMO energy, hartree: 0.019
SMILES: C=CC=C(C)C.O

The geometry in ORCA input format:
```
! wB97M-V def2-TZVPD RIJCOSX def2/J DEFGRID3
* xyz 0 1
C 1.54765 0.18344 -0.27159
C 0.93768 0.40315 1.02817
C -0.24432 -0.23150 1.43237
C -1.04931 -1.00131 0.60522
C -2.35080 -1.28167 0.45702
C 1.44676 1.62546 1.64471
H 1.30056 -0.83230 -0.66902
H 2.68222 0.07939 -0.17946
H 1.36436 0.81396 -1.19339
H -0.69017 0.37839 2.20315
H -0.41316 -1.73133 0.05682
H -2.92632 -1.09469 1.36574
H -2.57945 -2.20065 -0.10511
H 1.35675 2.58815 1.18052
H 2.51008 1.71130 2.10947
H 0.72279 1.65222 2.44249
H -0.88307 0.81730 -3.39575
H -1.08315 -0.57202 -3.83165
O -0.38592 0.02561 -3.66990
*
```

Atom-resolved charges from Löwdin, all expressed in e: atom 1 (C): -0.0993, atom 2 (C): -0.3410, atom 3 (C): -0.0780, atom 4 (C): -0.2402, atom 5 (C): -0.0118, atom 6 (C): -0.0869, atom 7 (H): 0.0704, atom 8 (H): 0.1033, atom 9 (H): 0.1072, atom 10 (H): 0.1016, atom 11 (H): 0.1079, atom 12 (H): 0.0546, atom 13 (H): 0.0552, atom 14 (H): 0.0789, atom 15 (H): 0.1222, atom 16 (H): 0.0543, atom 17 (H): 0.0480, atom 18 (H): 0.0030, atom 19 (O): -0.0494

---

Computed, not measured: a structure of composition C9H11O3 at a distorted geometry, with ωB97M-V/def2-TZVPD.

## Properties
Gap between HOMO and LUMO (alpha / beta), eV: 9.585 / 6.393
Max |F|, Eh/bohr: 0.0341
E_HOMO (alpha / beta), eV: -9.199 / -9.199
LUMO energy (alpha / beta), hartree: 0.014 / -0.103

The geometry in ORCA input format:
```
! wB97M-V def2-TZVPD RIJCOSX def2/J DEFGRID3
* xyz 0 2
C 1.30161 -0.50766 2.99027
C -0.10686 -1.00446 2.85523
O -0.96574 -0.65088 3.63119
O -0.27170 -1.89192 1.89268
H 1.54568 -0.17827 3.96622
H 1.49681 0.30467 2.27741
H 2.01366 -1.24890 2.62483
C 1.44938 2.47961 -2.97552
C -1.44228 0.47070 -1.67895
C -0.80219 -0.39522 -0.72346
C -0.73994 1.34804 -2.43712
C 0.68226 1.37958 -2.32468
C 0.63075 -0.42744 -0.72170
C 1.32451 0.50046 -1.43700
O -1.51864 -1.12349 0.00565
H -2.51942 0.43685 -1.79172
H -1.21434 2.08797 -3.06816
H 1.11082 -1.20419 -0.14006
H -0.86042 -1.61977 1.01086
H 1.36654 2.52043 -4.05800
H 2.50174 2.42283 -2.76092
H 2.40772 0.45870 -1.40243
H 1.08234 3.43697 -2.61824
*
```

Atom-resolved charges from Löwdin, all expressed in e: atom 1 (C): -0.0111, atom 2 (C): -0.6250, atom 3 (O): 0.0754, atom 4 (O): -0.0003, atom 5 (H): 0.0649, atom 6 (H): 0.0786, atom 7 (H): 0.0786, atom 8 (C): -0.0389, atom 9 (C): 0.0351, atom 10 (C): -0.3312, atom 11 (C): -0.0175, atom 12 (C): -0.2204, atom 13 (C): 0.0397, atom 14 (C): -0.0218, atom 15 (O): 0.1064, atom 16 (H): 0.1281, atom 17 (H): 0.1223, atom 18 (H): 0.1266, atom 19 (H): 0.0296, atom 20 (H): 0.0899, atom 21 (H): 0.0744, atom 22 (H): 0.1224, atom 23 (H): 0.0940

---

For the records above, the corresponding energy relative to the best compared isomer or geometry (same formula, charge and spin) values read 208.8, 78.8, 6.5 kcal per mole.